11 unconnected molecules or ions with the total composition C73H161N7O11 at a distorted geometry. Source: OMol25; level of theory: the ωB97M-V functional and the def2-TZVPD basis.

Cartesian coordinates (Å):
O -6.817141 -2.290402 0.824174
O 3.907616 2.086278 -2.882726
O -5.245423 -3.781240 4.847731
O -3.997031 3.512124 -2.189318
O -1.293871 4.464310 -1.838642
O -1.725954 -7.445849 -2.995540
O 1.289146 3.266649 -3.493064
O 3.800350 -0.826547 -3.236418
O 1.711841 -0.495578 1.346736
O 1.644230 -3.391033 2.278563
O 1.482077 3.206678 5.684533
N 2.168237 3.703709 4.577438
N 1.530025 3.597774 -4.816922
N 0.325115 -0.312969 1.190045
N 4.778354 3.167438 -2.529310
N -3.834318 -3.558763 5.089871
N -0.413798 -6.939021 -2.594066
N -6.021227 -1.745583 -0.247924
C 0.141609 -9.143894 -1.291912
C 2.477927 5.404413 3.064308
C -2.163454 5.586425 0.101970
C -5.999231 -1.016196 -2.512471
C -3.269042 -4.625072 5.866199
C -7.750310 -2.738538 -1.727350
C 0.445461 -8.887028 -3.765819
C -1.861220 -4.213960 6.207595
C 4.747707 3.193876 -1.031233
C -1.323888 0.166014 -0.574656
C 4.154886 3.606419 3.349185
C 6.738925 1.689709 -3.171542
C 5.104750 1.916009 -0.278216
C 1.131863 0.910922 -0.814697
C -3.706575 -2.129168 5.586867
C 0.335553 5.484325 -0.482290
C 7.074101 4.103879 -1.289455
C 6.013033 3.085280 -3.268901
C 0.858207 -5.429502 -1.240211
C 0.654060 -4.134006 2.998170
C -4.511042 -1.843753 6.889096
C -0.113131 0.433619 3.440447
C 1.391620 4.557619 -7.530038
C -4.771487 -1.874154 -2.776606
C 6.915514 4.132185 -2.753036
C -4.045668 -2.282784 1.036637
C 5.708569 4.332485 -0.643215
C 1.985156 6.080660 5.578240
C -2.227330 -1.871117 5.979663
C -4.956987 -4.032628 -0.500568
C 0.856672 -5.620312 2.747490
C -1.834635 1.330318 0.243854
C 1.617509 5.068512 -4.990818
C -1.213897 -4.727747 -2.407465
C 1.302513 3.072603 -7.130573
C -4.806680 -2.528223 -0.321971
C -1.396748 -6.182130 -0.405118
C -0.691507 -3.560829 2.516496
C 3.765119 -2.987887 -2.229244
C -3.104864 -5.952017 4.987362
C 3.983684 5.041148 3.069504
C 1.855128 -7.490011 -2.087385
C 0.140124 -0.142854 -0.278364
C 0.703387 2.818682 -5.755244
C -3.838818 1.626114 -3.670572
C 3.567627 3.288114 4.666562
C 5.717323 3.277707 -4.755947
C 0.486523 -8.087734 -2.448687
C 4.352853 3.734861 5.837521
C -1.665943 -2.860492 6.925161
C -1.082926 5.584555 -0.977398
C -7.815049 -0.315060 -1.082328
C -6.916853 -1.518080 -1.417622
C 0.286886 5.187774 4.054343
C 3.349883 3.729477 -0.579205
C 0.822243 2.082557 1.892582
C 3.563909 1.710561 4.839769
C 0.441083 5.987667 -4.699138
C -0.544032 -5.850277 -1.624340
C 4.070372 -1.492527 -2.024313
C -1.560311 1.077941 1.704164
C 2.788554 5.495220 -3.974128
C -4.055295 -5.056943 7.097935
C 0.530470 -1.507995 -0.866759
C -0.062713 0.856469 1.995625
C 1.775341 5.138550 4.356247
C -3.995145 -1.116307 4.462261
C 1.804903 -6.536333 -0.932351
C 2.186074 5.226418 -6.398928
C -4.010645 -1.880611 -1.440708
C -0.829513 3.181423 -5.718070
C -4.407348 2.183382 -2.373649
C 0.819164 1.370106 -5.349514
H 5.929179 0.980092 -3.292921
H 4.439397 5.367638 2.133657
H -5.759546 -0.004195 -2.252839
H 0.391616 -8.605154 -0.366051
H 0.764085 2.502809 -7.882023
H -4.073402 -6.419072 4.771637
H -1.380264 2.269023 -0.002203
H 3.487572 6.191778 -4.456580
H 1.875764 1.830766 1.592726
H -4.544430 -0.779788 6.983735
H 7.224200 1.537061 -2.178383
H 7.897972 4.037540 -3.246581
H 1.784601 -1.462973 1.488546
H 5.017411 2.218949 0.759109
H 2.964415 4.196851 -1.483927
H 0.469795 -1.506911 -1.926930
H -2.249178 4.383836 -1.773140
H -5.139001 -5.157180 6.865387
H -0.659771 -2.493204 2.735884
H 2.709592 -3.109258 -2.541554
H -1.574809 -5.355422 0.289570
H 1.835103 1.058918 -5.481880
H -2.226385 4.632350 0.657296
H 0.361358 4.806253 0.367686
H 3.071030 1.393096 5.765190
H -3.921551 -4.356837 7.919679
H 1.347566 6.959579 5.472124
H -0.388472 -9.593620 -3.779508
H 3.039264 6.369458 5.677921
H 0.896936 -4.719559 -0.376430
H -7.296792 -3.428488 -2.460209
H 5.021345 2.564711 -5.146302
H -4.530780 -2.856300 1.842228
H -2.779584 1.339793 -3.632032
H 5.423866 3.561184 5.646881
H 0.884675 0.459866 3.884545
H -2.998349 -2.403660 -1.527514
H 3.407511 -1.027590 -1.265298
H -0.755393 -4.716794 -3.407111
H 1.776288 -5.987378 3.255840
H -0.595726 -2.675722 7.078185
H -1.675537 -1.899621 5.014336
H 2.081620 0.752492 -0.364133
H 2.285599 6.266144 -6.689188
H -3.767228 -6.055490 7.354533
H -1.955585 6.342273 0.863456
H 0.058678 4.523966 3.191815
H -4.010220 -4.540795 -0.331750
H -0.269169 4.940445 4.981518
H 4.269726 4.785293 6.166394
H -5.023011 -2.902663 -3.108537
H 3.699897 2.965671 2.603257
H -6.749318 -1.771442 1.611844
H 5.132870 -1.386003 -1.768773
H 1.573012 -1.770628 -0.709344
H -1.359066 2.450458 -6.330532
H -3.960312 2.381824 -4.457456
H -1.823009 -0.771585 -0.197134
H -0.718928 -3.716977 1.445593
H 2.913696 1.248371 4.092129
H 2.314409 2.644205 -7.148420
H -8.121061 -0.025722 -2.120875
H -0.122935 -2.256355 -0.517534
H -4.742055 3.968439 -1.818386
H -0.536836 -0.561337 3.432132
H 1.101839 0.766813 -1.894015
H -2.313954 -6.584646 -0.779723
H -5.028546 -1.134724 4.026417
H -3.052845 -2.727143 0.877328
H -5.173915 -3.959015 3.903600
H 4.074220 3.079390 6.637568
H -0.261357 5.968607 -5.564700
H 1.237177 -4.890816 -2.108574
H -5.485376 -2.302234 6.883626
H 0.329966 -8.153919 -4.599601
H -4.147224 -1.448364 -3.582265
H 1.010027 -5.730548 1.651222
H -3.168616 5.755218 -0.311145
H 3.877125 -3.572471 -1.297334
H 0.768636 -9.998463 -1.406367
H -2.479154 -5.853013 4.106304
H -3.955383 -1.266823 1.383186
H 4.489917 1.084002 -0.586947
H 2.339147 6.406855 2.710874
H -0.950403 -9.424228 -1.308753
H 0.442506 1.213898 -4.305050
H -3.972499 -2.132475 7.782856
H 2.392745 5.855219 -3.050794
H 0.401430 5.033987 -7.675685
H 0.826192 -3.914516 4.040835
H 5.154392 5.221126 -1.002745
H -1.998089 0.161763 2.048577
H -4.203963 1.530998 -1.498201
H -7.294140 0.554356 -0.659665
H -5.508788 2.136276 -2.519670
H 5.781275 4.433417 0.448139
H -1.133502 3.061007 -4.657724
H -1.829675 -6.889831 -3.802334
H 1.442401 -7.092797 -0.040341
H 2.458114 -3.912359 2.333697
H -6.516067 -0.890687 -3.468968
H 7.493671 1.730040 -3.917894
H -3.672063 -0.138500 4.774321
H 5.211883 3.366360 3.329510
H -8.802297 -2.567257 -2.027494
H -2.097701 -0.901251 6.478573
H -8.685173 -0.488516 -0.445846
H -1.208649 6.517359 -1.602771
H 3.399379 4.455857 0.253147
H 1.696599 5.499446 6.462033
H 7.411518 3.120172 -0.879812
H -5.652567 -4.433323 0.232831
H 2.505050 -8.350951 -1.772618
H -1.523650 0.310050 -1.634610
H 0.458640 2.752877 1.086177
H 1.402553 -9.376495 -3.871467
H -1.885588 1.885020 2.302693
H 0.007329 6.178251 3.634754
H -0.826114 -6.995075 0.141390
H -7.665323 -3.333311 -0.841779
H 7.765505 4.854409 -0.966871
H 2.253209 -7.017447 -2.935084
H 0.794776 6.500675 -0.236026
H -1.359286 -4.162635 5.215986
H -1.317895 -4.986655 6.808325
H 0.670414 2.760359 5.318835
H 6.686236 3.086462 -5.208571
H 3.741504 0.124897 -3.094126
H 0.981462 5.081214 -1.284908
H 2.677898 2.915889 -0.312476
H 2.800675 -6.106566 -0.708512
H 0.837590 2.542861 2.884463
H -0.012488 -6.254504 3.005108
H -5.326534 -4.282340 -1.492031
H 3.075324 2.531615 -3.137841
H 0.461719 3.683088 -3.160113
H -2.151870 -2.735942 7.879557
H 5.435824 4.326058 -4.951148
H 3.181119 4.768066 -6.375223
H 4.377490 -3.336296 -3.054997
H -1.562239 -4.028366 3.002734
H 4.574656 1.450478 4.647872
H -2.594071 -6.626536 5.633905
H 0.026105 5.652639 -3.741240
H 0.225424 0.809128 -6.118139
H -3.286822 -1.439458 3.645818
H 1.897448 4.720474 -8.467620
H 0.798496 7.018987 -4.616203
H -3.760859 -0.881640 -1.090511
H 6.106724 1.543893 -0.567462
H 6.502930 5.072385 -3.141910
H 1.996774 4.800764 2.315974
H -0.833680 1.118711 3.916241
H 4.549356 5.708276 3.751872
H 3.423396 4.678359 -3.608613
H -4.310831 0.675289 -3.952375
H -1.152438 4.160037 -6.038090
H -2.303742 -4.880784 -2.512591
H 0.765118 1.888077 -0.634898
H -2.885136 1.485626 0.070829
H -1.035014 -3.783298 -1.926336

Cartesian forces, eV/Å:
-0.538 -1.010 -1.152
-0.283 0.207 -0.479
0.938 -0.135 -0.251
0.476 0.297 0.124
-0.081 0.267 0.326
0.739 1.412 -0.509
-0.647 0.018 1.217
-0.057 -0.235 -0.727
0.675 -1.119 0.915
0.591 -0.233 -0.258
-1.708 -0.824 0.654
-0.890 0.641 -0.184
-0.322 0.804 -0.713
-0.589 0.439 -0.546
-1.473 -0.373 1.505
-0.456 2.175 -0.508
-0.317 -1.104 -0.444
-0.932 0.606 1.232
-1.309 2.231 -0.412
1.643 0.595 -0.442
0.023 -0.166 0.597
-0.200 -0.544 -1.627
0.084 -1.922 -0.156
0.100 -1.098 -0.849
0.135 1.498 -0.206
1.827 -0.304 0.804
0.336 1.231 0.377
0.050 -1.051 1.016
1.158 -0.328 -0.524
-1.038 1.115 1.752
0.713 0.045 -1.303
-1.737 -1.101 -1.016
0.301 -0.312 1.460
0.965 1.250 -0.119
-0.829 -0.188 1.733
0.140 -2.417 -0.265
0.324 1.476 0.267
-0.657 0.091 -0.223
0.450 -0.258 -0.773
0.272 -0.002 0.237
-0.497 -0.374 1.377
0.552 0.240 0.692
1.109 0.953 -1.607
-0.157 -1.607 -0.767
-0.314 0.056 -0.214
0.740 -0.747 -0.628
0.029 0.834 -1.150
-0.299 -0.094 0.042
0.167 -0.306 -0.769
-0.081 -0.328 0.406
2.785 0.014 0.689
-0.280 -0.195 -0.559
0.199 -0.102 -0.944
0.794 0.538 0.920
1.505 -1.436 0.647
0.706 -0.478 0.753
-0.914 0.671 0.263
-0.817 1.136 0.645
-0.447 2.342 -0.550
0.228 -2.269 0.860
1.185 -0.061 -0.137
-1.075 1.302 0.235
0.634 -0.382 -0.109
-1.412 -2.346 0.271
0.999 0.942 0.538
-0.721 -0.991 1.248
1.312 1.293 1.016
0.292 -1.182 -1.080
-0.143 0.845 -0.768
-0.350 0.396 -1.219
0.372 0.595 1.130
-0.574 -0.260 -0.633
0.313 -0.651 -0.658
0.536 0.293 -1.008
-1.840 1.219 -0.879
-0.361 -0.616 -0.811
-0.666 0.218 0.298
-0.558 -0.178 0.149
1.237 -0.249 -1.219
0.008 -0.815 -1.030
-1.261 0.443 -0.365
0.520 1.074 -0.200
-0.583 -0.402 0.011
0.103 -0.618 0.502
0.165 -1.848 -1.287
-0.037 -0.457 0.781
-0.040 0.196 -0.805
1.867 -1.261 -0.539
0.609 -0.734 0.876
-1.026 -1.522 -0.594
-1.232 -0.461 -0.609
0.442 -0.685 -0.396
-0.209 -0.356 -0.423
0.712 0.436 0.289
-0.343 -0.803 0.022
-0.377 -0.156 -0.081
0.152 0.296 -0.228
0.475 0.582 -0.583
-0.465 0.258 0.236
-0.972 0.076 0.587
-0.583 0.859 -0.044
-0.356 0.052 -0.839
-0.258 -0.106 0.016
0.007 0.532 0.230
0.100 -0.699 0.350
-0.321 0.310 0.292
-0.390 0.237 -1.232
-0.389 -0.957 -0.797
0.632 0.382 0.098
-0.278 -0.017 -0.248
0.439 0.156 0.105
0.089 0.015 -0.330
0.713 -0.337 0.371
0.315 0.145 -0.382
0.321 0.032 0.164
0.919 0.183 0.156
-0.063 -0.194 0.171
0.157 -0.003 0.103
0.256 0.120 -0.026
-0.333 0.154 0.038
-0.569 -0.234 -0.702
-0.058 0.614 -0.236
-0.588 -0.257 -0.124
0.156 0.114 -0.247
-0.003 0.479 0.255
-0.249 -0.015 0.052
-0.255 -0.144 0.288
-1.248 0.454 0.060
0.628 -0.488 0.127
-0.167 0.253 0.192
-0.636 0.115 -0.223
-0.161 -0.081 -0.006
0.081 0.237 0.667
0.823 -0.012 -0.091
0.225 0.465 0.421
0.473 -0.446 0.568
-0.104 0.161 -0.171
-0.084 -0.089 0.859
0.190 0.044 -0.144
-0.106 0.221 -0.795
-0.144 -0.474 -0.297
-0.023 0.542 0.275
-0.328 0.079 -0.362
0.484 1.056 0.344
-0.124 0.136 0.290
-0.061 -0.031 0.508
-0.103 -0.063 0.133
-0.041 -0.332 0.082
-0.006 0.909 -0.610
-0.230 0.118 -0.290
0.306 0.141 -0.454
-0.034 0.190 0.132
-0.487 0.169 0.994
-0.692 -1.102 0.698
-0.343 0.518 0.314
0.040 -0.297 0.514
0.610 0.162 -0.185
-0.747 -0.310 0.119
0.821 0.113 0.689
-0.014 0.245 0.336
-0.574 -0.073 -0.046
-0.037 0.072 0.895
0.055 -0.023 0.995
0.281 0.226 -0.039
-0.433 0.062 0.000
0.114 -0.669 0.402
-0.250 -0.096 0.357
-0.092 -0.104 0.609
0.303 0.159 -0.012
0.314 0.220 -0.493
0.385 -0.690 -0.064
-0.194 0.364 -0.294
-0.066 0.558 -0.346
-0.734 -0.100 0.387
-0.058 0.894 0.065
1.167 0.252 0.038
0.384 -0.107 -1.116
-0.011 -0.495 0.058
-0.460 0.912 0.514
0.268 -0.348 0.318
-0.274 0.052 0.630
0.839 0.086 0.000
-0.780 -0.489 0.112
0.183 0.440 -0.405
0.300 -0.425 -0.093
0.394 0.261 0.277
-0.053 -0.215 -0.178
-0.200 0.026 -0.553
-0.331 -0.868 0.712
0.494 0.441 -0.271
-0.050 0.343 -0.095
-0.558 -0.230 0.137
0.552 -0.669 -0.722
-0.228 0.499 0.165
0.380 -0.235 0.180
0.627 0.089 0.317
-0.412 0.281 -0.704
0.080 -0.384 -0.220
0.160 -0.646 0.590
0.118 -0.385 -0.395
-0.004 0.312 -0.070
0.149 0.752 -0.592
-0.156 0.012 0.047
-0.307 0.640 -0.653
0.150 -0.212 -0.171
0.149 0.025 0.785
0.181 -0.453 -0.172
-0.530 0.963 0.751
0.179 -0.290 0.765
-0.991 0.847 -0.208
-0.882 -0.381 0.639
0.571 0.438 0.257
0.781 0.667 -1.314
-0.753 -1.315 0.044
0.137 0.173 0.717
-0.715 0.161 -0.602
1.266 0.526 0.429
0.006 0.195 -0.588
0.156 0.200 0.166
-0.401 0.062 0.388
-0.029 0.063 0.040
-0.395 -0.377 -0.046
0.177 0.375 -0.484
0.451 0.393 0.155
0.028 -0.127 -0.069
0.162 -0.192 0.040
0.213 -0.236 -0.206
-0.107 -0.526 0.460
-0.168 -0.485 -0.092
-0.025 0.148 -0.116
0.215 -0.343 0.136
0.311 0.170 -0.173
0.878 -0.894 0.374
0.476 -0.722 0.508
-0.566 0.405 -0.291
0.307 0.104 0.944
-0.767 0.471 0.489
0.365 -0.240 -0.357
0.048 -0.218 0.151
-0.176 0.312 -0.360
-0.262 0.485 0.712
0.156 0.317 0.572
-0.204 -0.537 -0.416
0.541 -0.245 0.424
-0.404 -0.556 0.331
-0.259 -0.181 -0.689
-0.308 0.475 0.034
0.337 0.333 -0.169
0.455 0.048 0.089
-0.179 1.018 0.136
-0.625 -0.042 -0.023
-0.006 0.527 0.226

The net charge is 0. The calculated total energy is -4088.583583 a.u. The structure (SMILES) is CC1(C)CCCC(C)(C)N1O.CC1(C)CCCC(C)(C)N1O.CC1(C)CCCC(C)(C)N1O.CC1(C)CCCC(C)(C)N1O.CC1(C)CCCC(C)(C)N1O.CC1(C)CCCC(C)(C)N1O.CC1(C)CCCC(C)(C)N1O.CC(C)O.CC(C)O.CCO.CCO. For the LUMO energy, the calculation gives 0.29 eV.

Here are the Mulliken charges for atoms 1 to 99, given in e: number 1, O, carries -0.577; number 2, O, carries 1.471; number 3, O, carries -0.652; number 4, O, carries -0.483; number 5, O, carries -0.122; number 6, O, carries -0.506; number 7, O, carries 2.311; number 8, O, carries -0.670; number 9, O, carries -0.890; number 10, O, carries -0.348; number 11, O, carries -0.732; number 12, N, carries 1.147; number 13, N, carries -0.242; number 14, N, carries 1.307; number 15, N, carries 0.551; number 16, N, carries 1.334; number 17, N, carries 0.353; number 18, N, carries 0.137; number 19, C, carries -1.644; number 20, C, carries -0.762; number 21, C, carries -1.399; number 22, C, carries -1.123; number 23, C, carries 1.306; number 24, C, carries -1.745; number 25, C, carries -1.899; number 26, C, carries -0.531; number 27, C, carries 1.256; number 28, C, carries -0.381; number 29, C, carries -0.004; number 30, C, carries -1.756; number 31, C, carries -1.085; number 32, C, carries -0.311; number 33, C, carries 1.357; number 34, C, carries 0.505; number 35, C, carries -0.719; number 36, C, carries 1.221; number 37, C, carries -0.202; number 38, C, carries 0.019; number 39, C, carries -1.951; number 40, C, carries -0.832; number 41, C, carries -0.718; number 42, C, carries -0.820; number 43, C, carries -1.528; number 44, C, carries -1.781; number 45, C, carries -1.059; number 46, C, carries -1.807; number 47, C, carries -0.710; number 48, C, carries -2.041; number 49, C, carries -1.383; number 50, C, carries -0.135; number 51, C, carries 1.870; number 52, C, carries -1.821; number 53, C, carries -1.529; number 54, C, carries 3.332; number 55, C, carries -1.105; number 56, C, carries 0.607; number 57, C, carries -1.256; number 58, C, carries -1.818; number 59, C, carries -0.959; number 60, C, carries -1.628; number 61, C, carries 2.989; number 62, C, carries 1.727; number 63, C, carries -0.824; number 64, C, carries 1.259; number 65, C, carries -1.859; number 66, C, carries 1.309; number 67, C, carries -1.733; number 68, C, carries -1.222; number 69, C, carries 0.457; number 70, C, carries -1.777; number 71, C, carries 1.953; number 72, C, carries -1.471; number 73, C, carries -0.022; number 74, C, carries 1.903; number 75, C, carries -1.697; number 76, C, carries -1.559; number 77, C, carries 2.526; number 78, C, carries 1.195; number 79, C, carries -1.350; number 80, C, carries -1.282; number 81, C, carries -1.876; number 82, C, carries -1.948; number 83, C, carries 1.854; number 84, C, carries 1.673; number 85, C, carries -0.934; number 86, C, carries -0.650; number 87, C, carries -1.565; number 88, C, carries 0.284; number 89, C, carries -1.324; number 90, C, carries 0.074; number 91, C, carries -1.984; number 92, H, carries 0.286; number 93, H, carries 0.342; number 94, H, carries -0.076; number 95, H, carries 0.399; number 96, H, carries 0.435; number 97, H, carries 0.452; number 98, H, carries -1.082; number 99, H, carries 0.523